{"formula": "C34H55BeClN3OP2", "method": "ωB97M-V/def2-TZVPD", "symbols": ["C", "C", "C", "C", "C", "H", "H", "H", "N", "P", "P", "C", "H", "H", "C", "O", "C", "H", "C", "C", "C", "C", "C", "H", "H", "H", "C", "H", "H", "H", "C", "H", "H", "H", "C", "H", "H", "H", "C", "H", "H", "H", "C", "H", "H", "H", "C", "H", "H", "H", "C", "H", "H", "H", "C", "H", "H", "H", "C", "H", "H", "H", "C", "H", "H", "H", "C", "H", "H", "H", "Be", "N", "C", "C", "C", "C", "C", "H", "H", "H", "H", "H", "H", "H", "H", "H", "Cl", "C", "C", "C", "C", "N", "C", "H", "H", "H", "H"], "coordinates": [[1.77108, 1.86841, -0.44697], [1.34754, 1.55407, 1.84524], [2.63609, 2.92564, -0.19075], [2.33689, 2.52762, 2.14370], [2.97563, 3.22199, 1.13144], [3.06120, 3.46092, -1.02965], [2.57624, 2.68191, 3.19811], [3.73291, 3.97472, 1.33214], [1.15810, 1.16166, 0.52060], [1.20904, -0.31769, -2.06734], [-0.75801, -0.14624, 2.39374], [1.46428, 1.48817, -1.89136], [0.55505, 2.03171, -2.19396], [2.28286, 1.79247, -2.56644], [-1.04800, -1.62367, 0.04934], [-1.82467, -2.44187, -0.21760], [0.57959, 0.89017, 2.82699], [0.85866, 1.03402, 3.88655], [-2.16632, 1.12983, 2.63618], [-0.90032, -1.48215, 3.75708], [0.29848, -0.53593, -3.71444], [3.01993, -0.85945, -2.25321], [-3.40151, 0.56023, 1.92743], [-3.78718, -0.32456, 2.44703], [-4.19234, 1.32608, 1.91824], [-3.16817, 0.28467, 0.89118], [-2.47093, 1.40397, 4.11557], [-2.88396, 0.53642, 4.64385], [-1.58706, 1.76803, 4.65461], [-3.22931, 2.20093, 4.15782], [-1.77829, 2.47396, 1.99357], [-2.65764, 3.14233, 1.98320], [-0.98544, 2.97862, 2.56049], [-1.43793, 2.33556, 0.96270], [-2.31653, -2.08771, 3.68595], [-2.55270, -2.37425, 2.64950], [-2.35230, -3.00464, 4.29543], [-3.10406, -1.42353, 4.05603], [0.06139, -2.65090, 3.51567], [-0.10607, -3.15485, 2.56209], [1.11186, -2.35518, 3.56158], [-0.09922, -3.40522, 4.31064], [-0.52919, -0.94491, 5.14432], [-1.17865, -0.14945, 5.51366], [-0.59218, -1.78031, 5.86122], [0.50627, -0.58097, 5.15201], [2.99182, -2.39150, -2.30413], [4.02140, -2.77626, -2.34365], [2.51612, -2.79955, -1.41173], [2.45054, -2.77896, -3.17448], [3.81634, -0.39779, -1.02302], [4.13956, 0.65077, -1.09430], [3.22373, -0.50317, -0.11507], [4.72289, -1.01613, -0.90740], [3.78814, -0.31492, -3.46523], [4.85721, -0.50652, -3.28562], [3.53407, -0.82014, -4.39856], [3.66621, 0.76618, -3.59007], [-0.35943, 0.78040, -4.13302], [0.37457, 1.54862, -4.41302], [-0.99824, 0.59961, -5.01308], [-1.00251, 1.16919, -3.33813], [-0.80791, -1.57365, -3.45206], [-1.51857, -1.21661, -2.69766], [-1.35367, -1.75252, -4.39201], [-0.38926, -2.52861, -3.10504], [1.15016, -1.01094, -4.89686], [1.87194, -0.24865, -5.21167], [1.66660, -1.95777, -4.70501], [0.47861, -1.17989, -5.75402], [0.24874, -0.23497, 0.11856], [-1.33167, 0.80988, -0.87402], [-2.27249, 1.37888, -1.27817], [-3.38370, 2.21249, -1.81069], [-3.58275, 3.42988, -0.92411], [-3.03070, 2.69732, -3.20644], [-4.65971, 1.39133, -1.87702], [-3.91124, 3.14675, 0.08203], [-2.65746, 4.01563, -0.85699], [-4.35707, 4.06189, -1.37444], [-2.96565, 1.86067, -3.90955], [-3.82061, 3.37472, -3.55696], [-2.08731, 3.25299, -3.19947], [-5.45078, 2.01705, -2.30616], [-4.51762, 0.51758, -2.52441], [-4.96998, 1.06148, -0.87928], [1.98482, -5.81864, 0.47670], [2.24031, -4.19937, 0.94888], [3.28256, -3.83200, 1.78447], [3.40063, -2.49575, 2.14134], [2.46840, -1.57308, 1.65836], [1.50588, -1.92965, 0.79296], [1.34661, -3.22734, 0.44783], [3.96076, -4.61612, 2.16056], [4.19846, -2.10760, 2.77308], [2.51700, -0.52606, 1.95616], [0.56910, -3.51977, -0.25158]], "homo_lumo_gap_ha": 0.23795, "de_lowest_kj_mol": 0.0, "e_homo_ev": -8.87, "total_charge": 1, "largest_force_ev_per_a": 3.96, "energy_ha": -2725.5514}